1.
122
Properties=species:S:1:pos:R:3:mulliken_charge:R:1 method="wB97M-V/def2-TZVPD" e_above_lowest_kcal_mol=128.0 homo_ev=-8.78 fmax_ev_per_a=2.46 smiles=COC[C@H](C)N.COC[C@H](C)N.COC[C@H](C)N.COC[C@H](C)N.COC[C@H](C)N.COC[C@H](C)N.OCCO.OCCO energy_ev=-59711.2871 spin_multiplicity=1 gap_ev=9.335
C -2.186 3.745 4.606 -1.585
C -1.488 3.316 3.322 0.716
C -0.108 3.911 3.179 -0.630
O 0.000 5.345 3.224 -0.488
C -0.866 6.002 2.342 -0.625
N -1.428 1.866 3.244 -0.033
H -3.219 3.385 4.664 0.430
H -2.330 4.826 4.585 0.371
H -1.686 3.340 5.487 0.247
H -2.177 3.713 2.562 0.356
H 0.458 3.592 2.297 0.565
H 0.544 3.610 4.004 0.052
H -0.741 5.785 1.276 0.242
H -0.837 7.087 2.459 0.298
H -1.922 5.807 2.574 0.237
H -1.238 1.461 2.333 -0.272
H -2.302 1.394 3.455 0.291
C -0.555 3.101 -3.545 -0.897
C 0.059 2.660 -4.872 1.218
C 0.451 3.744 -5.861 -0.963
O -0.575 3.954 -6.826 -0.357
C -0.505 5.200 -7.459 -0.802
N 1.304 1.948 -4.502 -0.631
H -0.832 2.249 -2.929 -0.382
H -1.532 3.573 -3.737 0.440
H 0.035 3.897 -3.090 0.398
H -0.670 1.975 -5.319 -0.058
H 1.330 3.429 -6.430 0.358
H 0.575 4.691 -5.321 0.373
H -1.363 5.288 -8.134 0.266
H 0.407 5.356 -8.037 0.298
H -0.755 6.020 -6.772 0.330
H 1.157 1.564 -3.578 0.107
H 2.067 2.613 -4.465 0.287
C 0.265 -1.518 -5.725 -1.265
C -1.194 -1.459 -5.313 0.422
C -1.738 -2.880 -5.216 -0.808
O -1.899 -3.426 -6.501 -0.335
C -2.190 -4.791 -6.573 -0.765
N -1.457 -0.752 -4.022 -0.397
H 0.913 -1.739 -4.877 0.289
H 0.518 -0.631 -6.306 0.207
H 0.365 -2.312 -6.471 0.463
H -1.738 -0.784 -5.973 0.373
H -2.735 -2.833 -4.748 0.404
H -1.168 -3.558 -4.566 0.304
H -2.288 -5.111 -7.609 0.257
H -3.114 -5.040 -6.044 0.304
H -1.364 -5.405 -6.192 0.308
H -0.605 -0.462 -3.548 0.007
H -1.859 0.123 -4.336 0.225
C 1.193 0.573 7.061 -1.698
C 1.041 -0.274 5.797 0.517
C -0.236 -1.153 5.832 -0.942
O -0.674 -1.770 4.648 -0.277
C 0.285 -2.362 3.818 -0.203
N 0.959 0.618 4.631 0.451
H 0.252 1.105 7.220 0.296
H 2.082 1.196 7.034 0.315
H 1.257 -0.062 7.951 0.434
H 1.900 -0.946 5.708 0.436
H -1.028 -0.488 6.197 0.378
H -0.199 -1.839 6.694 0.303
H 1.175 -2.785 4.299 0.314
H 0.616 -1.588 3.109 -0.178
H -0.154 -3.159 3.214 0.221
H 0.100 1.164 4.671 -0.052
H 0.801 0.022 3.829 -0.365
C 3.224 -4.498 0.340 -1.441
C 2.215 -3.685 -0.440 0.294
C 0.913 -3.289 0.280 0.509
O 0.311 -4.436 0.872 -0.326
C -0.172 -5.387 -0.046 -0.742
N 2.888 -2.516 -1.031 -0.396
H 3.331 -4.111 1.359 0.241
H 4.216 -4.632 -0.084 0.423
H 2.824 -5.513 0.481 0.302
H 1.851 -4.285 -1.278 0.227
H 0.176 -2.944 -0.455 0.139
H 1.052 -2.517 1.037 -0.424
H 0.649 -5.867 -0.583 0.309
H -0.848 -5.023 -0.832 0.207
H -0.758 -6.106 0.522 0.322
H 3.278 -1.853 -0.377 0.079
H 3.575 -2.776 -1.719 0.257
C -3.361 -2.704 0.426 -1.719
C -2.942 -1.261 0.743 1.538
C -3.117 -0.415 -0.502 -0.895
O -2.430 0.815 -0.327 -0.280
C -2.811 1.979 -1.009 -1.067
N -3.800 -0.697 1.795 -0.647
H -3.281 -3.288 1.344 0.411
H -2.750 -3.179 -0.343 0.227
H -4.402 -2.703 0.093 0.455
H -1.919 -1.345 1.115 -0.348
H -4.168 -0.183 -0.728 0.437
H -2.789 -0.897 -1.433 0.233
H -3.840 2.231 -0.735 0.382
H -2.814 1.800 -2.094 0.304
H -2.098 2.790 -0.887 0.339
H -4.775 -0.896 1.601 0.274
H -3.555 -1.174 2.658 0.315
C 5.304 -0.852 2.984 -0.748
C 4.430 -0.814 4.219 0.345
O 4.206 0.575 4.457 -0.632
O 4.607 -0.273 1.891 -0.400
H 5.505 -1.899 2.740 0.370
H 6.257 -0.361 3.197 0.293
H 4.950 -1.236 5.088 0.325
H 3.514 -1.402 4.121 -0.253
H 3.307 0.766 4.752 0.340
H 4.510 0.641 2.205 0.307
C 0.757 0.560 -0.253 0.653
C 2.195 0.867 0.100 -0.614
O 2.284 2.002 0.947 -0.622
O -0.053 0.628 0.930 0.407
H 0.613 -0.397 -0.762 0.006
H 0.384 1.329 -0.944 -0.246
H 2.832 0.929 -0.781 0.456
H 2.599 0.014 0.660 0.000
H 1.720 1.793 1.703 0.190
H -0.953 0.571 0.555 -0.218

=====

2.
125
Properties=species:S:1:pos:R:3:mulliken_charge:R:1 method="wB97M-V/def2-TZVPD" e_above_lowest_kcal_mol=159.5 homo_ev=-8.12 fmax_ev_per_a=11.07 smiles=COC[C@H](C)N.COC[C@H](C)N.COC[C@H](C)N.COC[C@H](C)N.COC[C@H](C)N.OCCO.OCCO.OCCO.OCCO energy_ev=-64374.5207 spin_multiplicity=1 gap_ev=8.518
C -28.966 11.432 6.769 -0.534
C -30.081 12.112 6.071 -0.100
O -29.915 11.912 4.707 2.573
O -28.866 11.537 8.009 -0.532
H -28.066 11.972 6.437 0.061
H -28.863 10.389 6.425 0.187
H -30.092 13.204 6.353 0.134
H -31.066 11.711 6.260 0.155
H -30.325 11.049 4.539 -1.331
H -29.735 11.470 8.401 0.382
C -35.004 9.939 -0.219 -1.378
C -33.678 9.499 0.366 0.843
O -33.926 9.212 1.754 -0.109
O -34.874 10.294 -1.403 -0.461
H -35.543 10.715 0.268 0.351
H -35.655 9.061 -0.241 0.433
H -32.872 10.236 0.098 -0.745
H -33.289 8.577 -0.120 0.763
H -34.277 10.003 2.155 -0.072
H -34.520 9.545 -1.937 0.393
C -32.820 15.178 5.607 -0.106
C -31.429 15.389 5.132 -0.442
O -31.148 14.535 4.045 -0.155
O -33.014 15.924 6.576 -0.542
H -33.042 14.112 5.828 0.009
H -33.547 15.405 4.784 0.279
H -30.698 15.136 5.913 0.305
H -31.097 16.424 4.838 0.253
H -30.563 13.857 4.471 -0.372
H -32.556 15.537 7.299 0.398
C -33.561 9.737 6.629 -1.249
C -32.969 9.128 5.425 1.314
O -31.644 9.495 5.173 -0.629
O -34.607 9.141 6.991 -0.529
H -33.786 10.749 6.442 0.080
H -32.872 9.845 7.422 0.531
H -33.518 9.330 4.503 -0.750
H -33.028 8.052 5.350 0.590
H -31.451 9.256 4.243 -0.030
H -34.434 8.330 7.476 0.431
C -31.508 12.297 -1.905 -1.291
C -32.720 12.980 -1.363 2.535
C -32.509 14.494 -0.889 -1.473
O -31.600 14.577 0.133 -0.068
C -31.371 15.931 0.629 -0.998
N -33.737 13.057 -2.471 -0.780
H -31.869 11.387 -2.341 0.467
H -30.817 12.039 -1.107 -0.062
H -30.897 12.738 -2.711 0.232
H -33.093 12.487 -0.460 -1.145
H -33.466 14.944 -0.678 0.391
H -32.077 15.125 -1.657 0.445
H -30.870 16.581 -0.088 0.299
H -30.712 15.918 1.533 0.163
H -32.245 16.407 0.964 0.453
H -34.604 13.283 -1.980 0.402
H -34.015 12.095 -2.762 0.351
C -28.750 9.137 3.407 -1.370
C -29.874 9.478 2.410 3.019
C -29.528 9.040 1.031 -1.299
O -30.614 9.276 0.182 0.147
C -30.399 9.176 -1.197 -1.069
N -31.123 8.826 2.720 -0.402
H -28.779 8.065 3.383 0.710
H -28.965 9.543 4.410 -0.310
H -27.719 9.328 3.105 0.206
H -30.055 10.591 2.371 -1.719
H -29.076 8.004 1.006 0.335
H -28.663 9.618 0.720 0.452
H -29.972 8.262 -1.551 0.348
H -29.702 9.958 -1.418 0.465
H -31.382 9.362 -1.656 0.078
H -31.047 7.791 2.685 0.443
H -31.836 9.027 1.955 -0.310
C -25.129 11.337 2.580 -1.693
C -26.289 12.158 3.109 0.332
C -27.396 12.191 2.090 -0.051
O -28.594 12.901 2.486 -0.230
C -29.333 13.109 1.335 -0.362
N -26.748 11.690 4.395 -0.578
H -24.499 11.828 1.804 0.359
H -25.555 10.399 2.244 0.311
H -24.415 11.173 3.380 0.418
H -25.946 13.209 3.213 0.471
H -27.610 11.175 1.789 -0.677
H -26.910 12.674 1.236 0.584
H -29.654 12.251 0.707 0.020
H -28.816 13.704 0.632 0.798
H -30.106 13.620 1.773 -0.586
H -27.711 11.957 4.394 -0.165
H -26.251 12.349 5.097 0.371
C -32.341 11.817 2.356 2.198
C -33.654 12.592 2.232 0.387
C -34.502 12.384 3.446 -0.952
O -34.796 10.969 3.509 -0.133
C -35.924 10.717 4.255 -1.008
N -33.294 13.995 2.120 -0.471
H -31.935 11.535 1.386 -0.660
H -32.539 10.923 2.897 -0.607
H -31.656 12.292 3.000 0.596
H -34.239 12.311 1.371 0.430
H -35.474 12.982 3.373 0.459
H -33.865 12.578 4.350 -0.437
H -36.792 11.251 3.899 0.444
H -35.771 10.948 5.346 0.284
H -36.211 9.678 4.110 0.170
H -32.696 14.182 1.294 0.161
H -32.762 14.351 2.901 -0.174
C -36.310 2.916 4.958 -1.275
C -34.885 3.169 4.540 0.135
C -34.534 4.670 4.475 -0.548
O -35.313 5.505 3.642 -0.413
C -34.980 6.902 3.776 -0.422
N -34.021 2.591 5.514 -0.625
H -36.313 3.380 5.950 0.266
H -36.513 1.868 5.087 0.401
H -37.008 3.402 4.256 0.281
H -34.701 2.686 3.586 0.448
H -33.565 4.813 4.113 0.359
H -34.544 5.066 5.509 0.211
H -35.044 7.297 4.793 0.321
H -35.651 7.466 3.159 0.245
H -33.974 7.157 3.434 0.109
H -33.818 1.591 5.414 0.241
H -34.323 2.859 6.397 0.215

=====

3.
127
Properties=species:S:1:pos:R:3:mulliken_charge:R:1 method="wB97M-V/def2-TZVPD" e_above_lowest_kcal_mol=0.0 total_charge=-1 homo_ev=-7.00 fmax_ev_per_a=10.48 energy_ev=-67919.1318 spin_multiplicity=1 gap_ev=9.303
C -1.083 0.655 0.079 4.138
C -0.154 -0.499 0.091 0.353
O -0.470 -1.498 0.734 -0.776
O 0.916 -0.435 -0.502 2.759
H -1.179 1.119 -0.868 -0.404
H -0.780 1.218 0.967 -2.222
H -2.091 0.300 0.391 -1.386
C -3.861 2.812 -0.792 -0.129
O -3.732 2.006 -1.947 -0.447
H -3.326 3.782 -0.890 0.336
H -3.410 2.286 0.046 -0.589
H -4.914 3.029 -0.573 0.513
H -3.849 1.143 -1.557 0.186
C 0.583 -3.592 -1.947 0.630
O 1.397 -3.325 -0.843 -0.713
H 0.813 -4.590 -2.244 0.508
H 0.863 -2.910 -2.742 -0.634
H -0.497 -3.472 -1.772 -0.402
H 1.185 -2.390 -0.736 -0.753
C -5.228 -0.341 -0.445 0.359
O -6.184 0.578 -0.753 -0.755
N -4.398 -0.795 -1.332 0.255
N -5.010 -0.827 0.755 -0.098
H -4.557 -0.702 -2.337 0.232
H -3.562 -1.391 -1.133 0.066
H -5.464 -0.357 1.548 0.299
H -4.089 -1.278 0.943 -0.037
C -1.457 -0.508 3.917 0.022
O -2.229 -0.456 5.067 -0.806
N -1.699 -1.422 3.022 0.145
N -0.552 0.331 3.510 0.305
H -2.384 -2.129 3.221 0.254
H -1.181 -1.413 2.127 -0.136
H -0.363 1.130 4.108 0.295
H 0.132 0.087 2.728 -0.271
C 3.174 2.254 -1.429 0.186
O 3.129 2.053 -2.791 -0.789
N 2.845 1.389 -0.515 1.887
N 3.700 3.307 -0.975 -0.342
H 2.111 0.703 -0.814 -1.195
H 2.968 1.400 0.521 -0.207
H 3.936 3.986 -1.637 0.288
H 3.660 3.634 0.023 0.215
C 3.529 -0.107 3.481 -1.883
C 2.726 -0.462 2.242 3.890
C 1.994 -1.713 2.638 -1.748
O 1.863 0.378 1.915 -0.508
H 4.244 0.676 3.321 0.455
H 4.101 -0.894 3.964 0.387
H 2.782 0.169 4.266 0.365
H 3.381 -0.478 1.326 -2.333
H 1.311 -1.548 3.445 0.436
H 2.743 -2.436 2.974 0.589
H 1.452 -2.129 1.803 0.086
H 1.482 0.122 1.064 -1.178
C 2.998 -3.508 -4.122 -1.537
C 3.470 -2.102 -4.417 0.700
C 2.499 -1.112 -3.771 -1.100
O 4.577 -1.844 -3.893 -0.585
H 2.880 -3.748 -3.056 0.044
H 3.618 -4.260 -4.444 0.566
H 2.173 -3.719 -4.721 0.485
H 3.489 -1.946 -5.494 0.420
H 2.357 -1.245 -2.718 0.189
H 1.505 -1.371 -4.097 0.618
H 2.701 -0.054 -3.832 0.243
H 4.353 -1.515 -3.019 -0.020
C -0.514 3.928 0.088 -0.406
C 0.203 3.903 1.437 2.276
C 1.527 4.764 1.386 -1.738
O -0.506 4.277 2.394 -0.698
H 0.030 3.316 -0.547 -0.308
H -0.846 4.796 -0.369 0.807
H -1.437 3.333 0.267 -0.506
H 0.465 2.879 1.622 -1.031
H 2.082 4.536 0.475 0.241
H 2.167 4.780 2.269 0.387
H 1.243 5.818 1.244 0.453
H -1.217 3.650 2.494 0.270
C -2.958 2.806 4.773 -1.722
C -3.252 2.206 3.394 1.100
C -4.419 2.853 2.670 -1.367
O -2.310 2.255 2.534 0.856
H -2.465 3.755 4.731 0.269
H -2.311 2.127 5.302 0.370
H -3.901 2.903 5.335 0.424
H -3.464 1.140 3.413 0.237
H -4.701 2.310 1.755 -0.023
H -4.184 3.846 2.325 0.325
H -5.277 2.910 3.366 0.468
H -1.712 1.506 2.733 -0.612
C 5.775 -0.413 0.754 -1.294
C 5.421 -1.119 -0.533 0.236
C 4.267 -2.113 -0.429 -0.745
O 5.080 -0.406 -1.522 -0.672
H 6.789 -0.092 0.761 0.435
H 5.629 -1.088 1.589 0.345
H 5.125 0.435 1.000 0.177
H 6.202 -1.781 -0.810 0.665
H 3.265 -1.621 -0.465 -0.216
H 4.240 -2.608 0.530 0.562
H 4.286 -2.837 -1.266 0.354
H 4.338 0.119 -1.266 0.285
C -4.204 -4.088 -0.201 -1.710
C -2.795 -3.516 0.109 1.501
C -1.760 -4.606 0.115 -1.652
O -2.422 -2.584 -0.617 -0.554
H -4.233 -4.587 -1.122 0.498
H -4.945 -3.274 -0.103 0.247
H -4.531 -4.789 0.550 0.438
H -2.890 -3.110 1.110 -0.286
H -1.693 -5.099 -0.840 0.334
H -2.158 -5.332 0.864 0.546
H -0.810 -4.239 0.463 0.201
H -1.558 -2.341 -0.264 -0.346
C -0.294 1.975 -3.123 -0.627
C -0.920 0.835 -3.899 0.402
C -1.141 -0.427 -3.086 0.088
O -2.057 1.105 -4.389 -0.625
H -0.952 2.560 -2.446 0.246
H 0.167 2.664 -3.808 0.478
H 0.522 1.561 -2.474 -0.373
H -0.130 0.590 -4.633 0.275
H -1.886 -0.457 -2.330 -0.798
H -0.224 -0.652 -2.575 -0.321
H -1.474 -1.307 -3.669 0.664
H -2.251 2.006 -4.181 0.452